The following is a quantum chemistry calculation of one molecule with the formula CH4BrP at a distorted geometry, from the OMol25 dataset.

XYZ file:
```
7
Properties=species:S:1:pos:R:3
C 0.2653 -0.2117 0.1762
P 0.3430 -0.1153 -1.5939
Br -0.5889 -2.0022 -2.0869
H 1.1034 -0.7993 0.5287
H -0.7843 -0.4849 0.6856
H 0.3931 0.8875 0.4460
H -0.8546 0.5228 -1.5690
```

For the LUMO energy, the calculation gives 0.87 eV. The calculation puts the max |F| at 0.0623 hartree/bohr. The calculation puts the total energy at -2955.8565 Eh. Its HOMO energy is -9.464 eV.

Partial charges, Löwdin, in e: -0.528, 0.336, 0.186, 0.010, 0.089, 0.041, -0.133



The following is a quantum chemistry calculation of one molecule with the formula C4H9NO2, from the OMol25 dataset.

XYZ file:
```
16
Properties=species:S:1:pos:R:3
C -0.3158 -1.5011 -1.3142
C -0.3145 -0.8229 0.0506
O 0.1631 -1.6964 1.0651
C 0.5996 0.4090 0.0786
C -0.1025 1.7040 -0.2998
O 0.2262 2.3939 -1.2469
N -1.1595 2.0336 0.5085
H 0.6720 -1.9341 -1.5067
H -0.5427 -0.7836 -2.1103
H -1.0613 -2.3048 -1.3576
H -1.3433 -0.5094 0.2909
H -0.3636 -2.5048 1.0297
H 0.9950 0.5037 1.0969
H 1.4462 0.2843 -0.6019
H -1.5717 2.9456 0.3827
H -1.3044 1.5695 1.3913
```

For the LUMO energy, the calculation gives 0.75 eV. The calculation puts the max |F| at 0.0071 hartree/bohr. The calculation puts the total energy at -363.0666 Eh. Its HOMO energy is -9.857 eV.

Partial charges, Löwdin, in e: -0.044, -0.452, -0.044, -0.071, -0.538, 0.050, 0.150, 0.089, 0.090, 0.080, 0.131, 0.093, 0.129, 0.127, 0.108, 0.102



The following is a quantum chemistry calculation of one molecule with the formula C2H4ClNO at a distorted geometry, from the OMol25 dataset.

XYZ file:
```
9
Properties=species:S:1:pos:R:3
C -0.1293 0.9985 -0.2228
C 0.6451 -0.3150 -0.5925
H -0.5822 0.1074 1.6401
H -1.3669 1.9238 1.0923
H 0.6581 -0.3684 -1.6578
H 1.8739 -0.1405 -0.4194
N -0.7173 1.1106 0.9720
O -0.2205 1.9305 -1.1037
Cl 0.1828 -1.6966 0.3683
```

For the LUMO energy, the calculation gives 0.66 eV. The calculation puts the max |F| at 0.0994 hartree/bohr. The calculation puts the total energy at -668.7646 Eh. Its HOMO energy is -9.838 eV.

Partial charges, Löwdin, in e: -0.598, -0.546, 0.163, 0.134, 0.060, 0.151, 0.083, -0.043, 0.596



The following is a quantum chemistry calculation of one molecule with the formula C4H4O4S at a distorted geometry, from the OMol25 dataset.

XYZ file:
```
13
Properties=species:S:1:pos:R:3
C 1.8030 0.3881 -0.8031
C -0.5721 1.7704 -0.8126
C 0.9155 0.0729 0.2756
C -0.5469 0.4570 -0.1502
O 2.7165 -0.1382 -1.3392
O -1.5662 2.2715 -1.2942
O 1.5772 3.2912 -0.1282
O 1.2914 2.8070 -2.5382
S 1.1475 2.3671 -1.1689
H 0.8364 -0.9756 0.6436
H 1.1038 0.5517 1.2899
H -1.2876 0.4073 0.7950
H -0.7628 -0.4932 -0.7962
```

For the LUMO energy, the calculation gives -1.06 eV. The calculation puts the max |F| at 0.0920 hartree/bohr. The calculation puts the total energy at -853.8664 Eh. Its HOMO energy is -9.589 eV.

Partial charges, Löwdin, in e: -0.332, -0.442, -0.189, -0.135, 0.168, 0.113, -0.317, -0.302, 0.786, 0.137, 0.161, 0.185, 0.169



The following is a quantum chemistry calculation of a 2-piece molecular cluster, C2H6N3O overall at a distorted geometry, from the OMol25 dataset.

XYZ file:
```
12
Properties=species:S:1:pos:R:3
C 0.1431 -0.9385 1.3372
C 0.7848 0.6396 -0.0316
N -0.0413 0.3279 1.0273
N 1.1169 -1.4260 0.5926
N -1.0484 0.2485 -1.6777
O 1.6135 -0.4267 -0.2395
H -0.4018 -1.5002 2.0772
H 1.1121 1.6147 -0.3351
H -0.7722 0.9429 1.3643
H 1.5506 -2.3396 0.5366
H -1.3953 1.1934 -1.8086
H -0.5078 0.0214 -2.5092
```

For the LUMO energy (alpha / beta), the calculation gives -4.53 / -4.46 eV. The calculation puts the max |F| at 0.0372 hartree/bohr. The calculation puts the total energy at -318.8776 Eh. Its net charge is +1. Its HOMO energy (alpha / beta) is -12.104 / -14.105 eV.

Partial charges, Löwdin, in e: -0.008, -0.099, 0.138, 0.145, 0.070, 0.057, 0.181, 0.148, 0.196, 0.203, -0.019, -0.012



The following is a quantum chemistry calculation of a 4-piece molecular cluster, C21H36Cl2NO6 overall at a distorted geometry, from the OMol25 dataset.

XYZ file:
```
66
Properties=species:S:1:pos:R:3
C -4.1995 1.9003 -0.5374
C -3.3841 2.7123 -0.1092
C -2.4859 3.8142 0.5832
C -1.2256 4.1557 -0.3563
C 0.1762 3.9411 0.3970
N 0.5101 2.4468 0.3694
C 1.6397 2.1294 -0.5610
C 1.5372 0.6879 -1.2470
O 0.9659 0.6416 -2.3278
O 2.0990 -0.4629 -0.6967
C 1.3852 -1.6549 -1.0661
C 1.5646 -2.3933 -2.4756
O 0.6274 -2.1965 -0.2879
C 0.6268 1.8819 1.7570
Cl 0.2086 0.0941 1.8184
C 1.9749 2.2430 2.5191
C 3.1594 1.2009 2.3397
Cl 1.5356 2.3103 4.3105
H -5.1913 1.4119 -0.7652
H -3.1664 4.7156 0.7340
H -2.1639 3.3939 1.5946
H -1.3161 3.4781 -1.2677
H -1.2400 5.2247 -0.7415
H 0.9552 4.5447 -0.1658
H 0.1586 4.3363 1.4539
H -0.3402 2.0069 -0.0463
H 2.6731 2.2742 -0.1332
H 1.5561 2.8658 -1.4270
H 1.9936 -1.6811 -3.2403
H 0.5062 -2.6887 -2.7750
H 2.2128 -3.3133 -2.3638
H -0.2092 2.3714 2.3589
H 2.3017 3.3046 2.2562
H 2.9418 0.3431 1.6397
H 3.5116 0.7463 3.3188
H 4.0335 1.7707 1.8717
C -7.7659 3.7789 2.1421
C -7.1711 2.4614 1.7194
O -7.0853 2.1548 0.5473
C -6.6872 1.5388 2.8077
H -8.0706 4.3387 1.2566
H -8.6443 3.6070 2.7671
H -7.0231 4.3642 2.6882
H -7.5178 1.2679 3.4622
H -5.8967 2.0251 3.3832
H -6.2845 0.6295 2.3586
C -0.5640 -5.7819 -1.0395
C -0.1372 -6.3092 -2.3854
O -0.0417 -5.5764 -3.3498
C 0.1662 -7.7810 -2.4877
H -0.7490 -4.7088 -1.1129
H -1.4847 -6.2751 -0.7219
H 0.2269 -5.9511 -0.3058
H -0.7223 -8.3624 -2.2339
H 0.9893 -8.0386 -1.8181
H 0.4598 -8.0194 -3.5111
C 6.7909 -2.0843 -1.8851
C 6.1311 -1.4677 -0.6796
O 6.7671 -0.8277 0.1315
C 4.6467 -1.6760 -0.5183
H 7.8569 -1.8534 -1.8712
H 6.6672 -3.1690 -1.8630
H 6.3556 -1.6736 -2.7986
H 4.4275 -2.7430 -0.4351
H 4.1193 -1.2471 -1.3697
H 4.3086 -1.1777 0.3912
```

For the LUMO energy, the calculation gives -2.97 eV. The calculation puts the max |F| at 0.0802 hartree/bohr. The calculation puts the total energy at -2247.9522 Eh. Its net charge is +1. Its HOMO energy is -11.356 eV.

Partial charges, Löwdin, in e: 0.090, -0.136, -0.166, -0.146, -0.102, -0.108, 0.007, -0.353, 0.136, -0.018, -0.403, 0.026, 0.098, -0.618, 0.744, -0.658, -0.134, 0.612, 0.064, 0.127, 0.106, 0.125, 0.132, 0.144, 0.145, 0.166, 0.151, 0.162, 0.088, 0.107, 0.103, 0.094, 0.116, 0.045, 0.092, 0.099, -0.021, -0.499, 0.039, -0.022, 0.085, 0.090, 0.085, 0.089, 0.083, 0.082, -0.022, -0.504, 0.053, -0.023, 0.069, 0.089, 0.088, 0.088, 0.087, 0.085, -0.018, -0.494, 0.072, -0.023, 0.087, 0.089, 0.087, 0.100, 0.072, 0.070